ORCA calculation (ωB97M-V/def2-TZVPD) on 9 unconnected molecules or ions with the total composition H18O9 in a non-equilibrium geometry.

Calculated values
SMILES: O.O.O.O.O.O.O.O.O
Multiplicity: 1
Frontier orbital gap, Eh: 0.418
LUMO energy, Ha: 0.0141

Each line ends with the natural charge from an NBO analysis.
Geometry (Å):
O (-0.09347, -1.96918, -0.58654)  -0.93
H (-0.81582, -1.71701, 0.02981)  0.51
H (0.62887, -1.70860, -0.02521)  0.50
O (2.99988, -0.30745, 0.48507)  -0.98
H (2.20749, -0.69315, 0.97153)  0.50
H (3.47330, -1.09185, 0.18230)  0.47
O (1.79019, 1.30858, -1.41186)  -1.02
H (1.34483, 0.65725, -2.02533)  0.51
H (2.27797, 0.72057, -0.77106)  0.50
O (1.01273, -1.25586, 1.89604)  -1.01
H (0.52948, -0.44733, 2.17160)  0.51
H (0.47685, -1.89501, 2.33274)  0.49
O (-0.73923, 0.60445, 2.47506)  -0.98
H (-0.53500, 1.31324, 1.89079)  0.50
H (-1.49344, 0.19746, 2.02589)  0.50
O (-0.26343, 2.05574, 0.16865)  -1.01
H (0.16841, 2.87798, 0.37941)  0.48
H (0.39347, 1.76366, -0.47294)  0.51
O (-2.26159, 0.80109, -1.21127)  -1.00
H (-1.62925, 0.43125, -1.89854)  0.50
H (-1.73884, 1.59734, -0.90792)  0.51
O (-0.05783, -0.31956, -2.48663)  -1.04
H (-0.20691, -1.11052, -1.74683)  0.50
H (-0.45264, -0.71575, -3.27711)  0.48
O (-2.29259, -0.81598, 0.73379)  -1.01
H (-3.29068, -0.76357, 0.64324)  0.49
H (-2.09539, -0.23063, -0.00089)  0.50


ORCA calculation (ωB97M-V/def2-TZVPD) on a molecular structure, CH4BrNS in a non-equilibrium geometry.

Calculated values
Multiplicity: 1
Frontier orbital gap, Eh: 0.320
LUMO energy, Ha: 0.0175

Each line ends with the natural charge from an NBO analysis.
Geometry (Å):
C (-0.78860, 1.23171, -0.12514)  -0.50
N (0.76307, -1.32174, -0.06932)  -1.01
S (1.24995, 0.24798, -0.08309)  0.26
Br (-2.06767, -0.12055, -0.02535)  0.08
H (-0.69997, 1.88162, -0.94127)  0.21
H (-0.86908, 1.66708, 0.78714)  0.19
H (0.40901, -1.82306, -0.88003)  0.38
H (1.41451, -1.89190, 0.43018)  0.39


ORCA calculation (ωB97M-V/def2-TZVPD) on 2 unconnected molecules or ions with the total composition C5H11NO in a non-equilibrium geometry.

Calculated values
SMILES: C=C/C(N)=C/C.O
Multiplicity: 1
Frontier orbital gap, Eh: 0.314
LUMO energy, Ha: 0.0223

Each line ends with the natural charge from an NBO analysis.
Geometry (Å):
C (2.36684, 0.55395, 0.11909)  -0.37
C (1.41442, 1.38262, 0.40072)  -0.22
C (-0.03535, 1.11252, 0.61754)  0.16
N (-0.81326, 2.17853, 1.10755)  -0.83
C (-0.50252, -0.18887, 0.30822)  -0.26
C (-2.02101, -0.49976, 0.50855)  -0.67
H (2.35448, -0.51155, 0.16438)  0.19
H (3.35953, 0.89839, 0.08566)  0.20
H (1.64279, 2.46882, 0.44436)  0.19
H (-1.53052, 2.54832, 0.47886)  0.38
H (-0.31269, 2.91173, 1.47438)  0.37
H (0.18623, -0.96719, 0.44746)  0.21
H (-2.92067, 0.20064, 0.28665)  0.22
H (-2.33338, -1.05549, 1.49803)  0.22
H (-2.08526, -1.25021, -0.27103)  0.21
O (0.63530, -3.62312, -2.50840)  -0.93
H (-0.27781, -3.36156, -2.18837)  0.47
H (0.87287, -2.79776, -2.97364)  0.47


ORCA calculation (ωB97M-V/def2-TZVPD) on 2 unconnected molecules or ions with the total composition CH8N in a non-equilibrium geometry.

Calculated values
Multiplicity: 1
Frontier orbital gap, Eh: 0.475
LUMO energy, Ha: -0.1636
Total charge: +1

Each line ends with the natural charge from an NBO analysis.
Geometry (Å):
N (0.07189, 0.58281, 1.47879)  -0.89
H (-0.60786, 0.32634, 0.73101)  0.47
H (0.35534, -0.19007, 2.07289)  0.47
H (0.82506, 0.77432, 0.77148)  0.46
H (-0.19758, 1.46352, 1.95876)  0.47
C (-0.10307, -0.64472, -1.57585)  -0.89
H (-0.81122, 0.06891, -1.13560)  0.17
H (-0.49608, -1.00498, -2.58068)  0.28
H (0.14907, -1.50200, -0.93486)  0.22
H (0.89846, -0.14738, -1.77943)  0.23


ORCA calculation (ωB97M-V/def2-TZVPD) on 2 unconnected molecules or ions with the total composition C6H14N2OP in a non-equilibrium geometry.

Calculated values
Multiplicity: 1
Frontier orbital gap, Eh: 0.355
LUMO energy, Ha: -0.1248
Total charge: +1

Each line ends with the natural charge from an NBO analysis.
Geometry (Å):
C (-2.05840, -1.33065, -2.04147)  -0.42
N (-0.60845, -1.09872, -2.08835)  -0.44
C (-0.25097, 0.32116, -2.13949)  -0.43
C (0.11505, -1.90479, -1.22446)  0.68
O (0.10755, -3.11418, -1.26463)  -0.53
C (0.94193, -1.24918, -0.09383)  -0.85
P (-0.04741, -1.06616, 1.37698)  0.85
H (-2.50529, -1.03372, -2.99426)  0.23
H (-2.53611, -0.76181, -1.23136)  0.17
H (-2.24890, -2.39881, -1.91586)  0.24
H (-0.56714, 0.89003, -1.25366)  0.18
H (-0.72807, 0.75408, -3.02265)  0.24
H (0.82519, 0.43390, -2.28005)  0.22
H (1.38934, -0.27842, -0.32518)  0.32
H (1.74473, -1.94459, 0.18352)  0.30
H (0.72541, -0.45617, 2.36100)  0.07
H (-0.44825, -2.29857, 1.88516)  0.08
H (-1.15631, -0.24991, 1.16814)  0.07
C (1.14814, 2.98621, 2.93387)  -0.73
C (1.36352, 2.44230, 1.59720)  0.33
N (1.51413, 1.97547, 0.55295)  -0.40
H (0.40744, 2.39298, 3.46715)  0.25
H (2.08378, 2.97850, 3.48991)  0.27
H (0.78909, 4.01103, 2.85939)  0.28


ORCA calculation (ωB97M-V/def2-TZVPD) on a gas-phase ion, C2H4NO2 (charge +1) in a non-equilibrium geometry.

Calculated values
Multiplicity: 3
Frontier orbital gap (spin up / spin down), Eh: 0.251 / 0.331
LUMO energy (spin up / spin down), Ha: -0.1605 / -0.3027
Total charge: +1

Each line ends with the natural charge from an NBO analysis.
Geometry (Å):
C (0.62754, 2.32228, -0.21599)  0.38
C (1.01468, 0.91353, -0.55167)  0.19
N (0.16131, -0.33754, -0.19461)  -0.75
O (0.60453, 3.20557, 0.65265)  -0.13
O (0.26633, 1.83785, -1.42023)  -0.36
H (2.08729, 0.67511, -0.74925)  0.26
H (-0.47841, -0.27057, -1.02987)  0.47
H (-0.42157, -0.40466, 0.74631)  0.49
H (0.70010, -1.18713, -0.22511)  0.45


The calculation returns the following energy above the lowest of the compared OMol25 structures with the same formula, charge and spin values, one per record and in order: 102.66 145.28 325.28 33.22 0.00 316.39 kJ/mol.